1.
DFT (the ωB97M-V functional and the def2-TZVPD basis) results for a structure of composition C25H25Cl2CuN6O5S2 at a distorted geometry.

Computed properties:
**Kohn-Sham gap (alpha / beta)**: 6.77 / 5.21 eV
**Spin multiplicity**: 2
**E_HOMO (alpha / beta)**: -10.331 / -10.220 eV
**Charge**: +1

Last column: natural (NBO) charge in e.
Geometry (Å):
C1 2.798 -0.517 0.638  0.12
C2 -0.433 -1.490 -2.634  -0.04
H1 -3.841 1.541 -2.070  0.24
C3 -3.423 1.271 -1.101  -0.38
O1 3.050 1.170 -4.368  -0.94
H2 -0.039 -2.672 -4.424  0.25
H3 0.120 3.596 -7.680  0.22
C4 0.848 0.322 -2.845  0.26
H4 0.734 2.595 -0.128  0.20
Cu1 0.095 0.066 -0.188  1.03
C5 2.822 -2.935 1.161  -0.20
N1 0.808 -1.837 0.511  -0.51
Cl1 -3.172 -0.469 -1.087  -0.03
H5 0.548 4.058 -2.790  0.23
N2 1.331 1.470 -2.542  -0.72
C6 4.173 5.765 -0.483  0.77
C7 2.121 -1.794 0.764  0.12
N3 2.137 0.543 0.367  -0.51
C8 -0.528 4.705 -4.534  -0.27
N4 -1.610 5.265 -6.593  -0.78
C9 -1.464 0.087 2.368  0.71
H6 5.528 3.653 0.257  0.25
H7 3.880 -2.875 1.356  0.23
C10 -1.502 0.446 3.826  -0.70
H8 2.417 6.568 -0.321  0.48
H9 0.203 -5.058 1.137  0.24
C11 4.479 3.406 0.187  -0.14
C12 1.783 2.841 -0.039  -0.11
C13 0.777 -4.153 1.037  -0.23
H10 -2.123 5.983 -6.112  0.40
H11 -4.092 1.537 -0.285  0.23
C14 0.139 -1.798 -3.830  -0.38
S1 2.416 2.192 -3.572  2.31
N5 -0.052 -0.315 -2.085  -0.59
C15 2.679 1.810 0.260  0.18
C16 0.156 -2.978 0.638  0.07
C17 0.217 3.705 -6.610  -0.29
O2 -0.663 0.633 1.604  -0.71
H12 -0.902 -2.956 0.408  0.19
C18 2.227 4.131 -0.234  -0.21
N6 -2.322 -0.856 1.972  -0.80
H13 -1.611 5.290 -7.598  0.40
H14 2.657 -5.025 1.601  0.24
O3 5.346 5.918 -0.664  -0.54
C19 1.282 3.144 -4.551  -0.43
H15 4.751 1.369 0.710  0.21
C20 0.430 3.987 -3.858  -0.15
C21 4.037 2.123 0.418  -0.23
H16 -0.603 0.049 4.296  0.25
H17 -3.012 -1.245 2.595  0.41
Cl2 -1.877 2.123 -0.869  0.00
H18 -2.380 -1.088 0.988  0.41
C22 1.168 2.983 -5.920  -0.09
C23 3.588 4.420 -0.163  -0.13
H19 -2.377 0.041 4.326  0.22
H20 -1.170 -2.084 -2.127  0.21
O4 3.324 6.803 -0.555  -0.66
O5 3.232 3.061 -2.783  -0.92
H21 1.505 4.899 -0.480  0.20
C24 2.139 -4.129 1.300  -0.14
H22 1.839 2.309 -6.428  0.23
H23 -1.204 5.358 -4.002  0.21
C25 -0.642 4.583 -5.929  0.21
H24 -1.484 1.529 3.934  0.26
S2 1.257 -0.588 -4.325  0.46
H25 3.873 -0.536 0.815  0.19

2.
DFT (the ωB97M-V functional and the def2-TZVPD basis) results for a structure of composition C55H48BrN5O3P2ReS at a distorted geometry.

Computed properties:
**Kohn-Sham gap (alpha / beta)**: 7.51 / 6.45 eV
**Spin multiplicity**: 4
**E_HOMO (alpha / beta)**: -13.319 / -13.322 eV
**Charge**: +2

Last column: Löwdin spin population.
Geometry (Å):
C1 2.525 -3.493 -1.936  0.00
H1 -0.688 -5.163 3.478  0.00
C2 2.207 -5.777 -2.843  0.00
C3 0.929 4.854 -0.023  0.00
C4 2.011 -5.352 -0.384  0.00
C5 -5.185 -0.317 -1.230  0.00
C6 3.647 -2.411 3.672  0.00
H2 3.490 1.620 1.902  0.00
C7 -1.471 -2.912 -0.910  0.00
H3 1.319 3.798 4.936  0.00
C8 -1.731 -3.511 4.404  0.00
C9 2.733 -1.221 -1.113  0.01
S1 -0.409 0.240 -2.103  0.21
N1 -3.011 4.037 -0.775  0.00
H4 -3.060 -0.306 -1.695  0.00
H5 3.350 -5.833 -2.795  0.00
C10 1.018 3.172 4.135  0.01
H6 4.086 -3.004 4.491  0.00
H7 -0.791 4.350 -3.888  0.00
H8 -4.448 7.093 -0.360  0.00
H9 4.371 -0.110 -1.810  0.00
H10 1.596 -2.530 4.269  0.00
O1 -2.807 1.938 2.045  0.02
H11 1.412 -6.245 -0.258  0.00
C11 4.399 -2.087 -2.645  0.00
C12 -6.144 -0.592 -0.285  0.00
C13 -1.151 -4.211 3.350  0.00
C14 2.769 -0.784 1.601  0.00
H12 4.871 4.916 -0.391  0.00
C15 3.700 -3.285 -2.666  0.00
H13 -1.858 -4.086 5.350  0.00
C16 -1.586 -2.389 1.887  0.02
C17 0.474 1.863 4.271  0.00
H14 1.875 -5.394 -3.805  0.00
H15 0.307 1.371 5.222  0.00
H16 -1.650 4.325 -6.415  0.00
H17 -0.699 1.412 -4.363  0.00
C18 -3.607 4.426 1.504  0.00
H18 -2.627 -1.572 5.006  0.00
C19 -4.069 6.109 -0.088  0.00
C20 1.886 -1.272 2.525  0.01
C21 0.564 3.374 0.396  0.02
H19 -2.789 -5.543 -2.547  0.00
C22 2.010 -2.413 -1.222  0.00
H20 1.884 -4.741 0.493  0.00
C23 -2.221 -2.247 4.254  0.00
N2 0.028 1.683 1.946  0.03
C24 -2.684 2.270 0.893  0.02
P1 2.157 0.054 0.115  0.01
C25 4.129 3.433 0.842  0.00
H21 2.816 1.745 -2.321  0.00
H22 0.446 3.730 -5.030  0.00
C26 2.315 -2.122 3.579  0.00
C27 3.226 2.153 -1.417  0.00
C28 -0.528 3.554 -4.581  0.00
H23 1.784 -6.729 -2.587  0.00
H24 5.379 -2.026 -3.221  0.00
C29 3.924 3.361 -1.525  0.00
C30 0.046 1.187 3.184  0.02
C31 4.312 4.008 -0.341  0.00
H25 -5.474 0.107 -2.168  0.00
H26 0.316 5.660 0.500  0.00
C32 1.740 -4.755 -1.763  0.00
C33 -2.093 -4.865 -2.174  0.00
C34 1.050 3.664 2.812  0.00
P2 -1.765 -1.562 0.317  0.03
H27 -1.591 2.595 -6.305  0.00
Br1 -3.525 5.978 -2.746  0.00
H28 3.965 -4.140 -3.295  0.00
H29 2.018 5.112 0.067  0.00
N3 0.218 2.576 -0.510  0.00
C35 0.258 -4.381 -1.866  0.00
C36 -4.482 -1.491 1.182  0.00
H30 -3.570 4.010 2.531  0.00
H31 -0.577 -6.205 -2.789  0.00
C37 -1.044 -3.673 2.032  0.00
H32 -3.441 -3.618 -1.144  0.00
C38 -3.499 5.254 -0.962  0.00
O2 -2.166 1.529 -0.068  0.13
H33 -0.520 -4.243 1.307  0.00
C39 -0.340 2.030 -2.594  0.04
C40 4.104 -1.241 1.598  0.00
O3 0.842 -2.596 -0.435  0.02
C41 3.922 -1.092 -1.872  0.00
H34 4.529 3.919 1.732  0.00
C42 -0.763 -5.218 -2.378  0.00
H35 0.688 4.824 -1.093  0.00
N4 0.036 2.980 -1.792  0.01
H36 4.188 3.825 -2.469  0.00
H37 0.858 -1.170 2.488  0.01
C43 -1.678 3.496 -5.692  0.00
C44 -2.405 -3.720 -1.467  0.00
C45 -0.117 -3.326 -1.081  0.00
C46 -3.035 3.651 0.494  0.00
H38 -2.223 -0.655 2.836  0.00
C47 -2.031 -1.667 2.974  0.01
Re1 -0.436 0.597 0.093  2.34
H39 -4.825 6.115 1.878  0.00
N5 -0.502 2.270 -3.886  0.01
H40 4.785 -0.974 0.737  0.00
C48 -4.183 5.644 1.182  0.00
H41 3.054 -5.561 -0.249  0.00
H42 1.526 4.545 2.465  0.00
C49 3.084 1.528 -0.205  0.00
C50 3.533 2.183 0.990  0.00
C51 0.621 2.893 1.744  0.01
C52 -5.806 -1.157 0.933  0.00
H43 -6.606 -1.212 1.690  0.00
C53 -3.861 -0.627 -1.019  0.00
H44 5.611 -2.331 2.679  0.00
H45 -2.598 3.550 -5.081  0.00
H46 -4.193 -1.820 2.150  0.00
C54 -3.512 -1.232 0.190  0.00
H47 -0.226 0.151 3.315  0.00
H48 -7.185 -0.537 -0.628  0.00
C55 4.542 -2.014 2.636  0.00

3.
DFT (the ωB97M-V functional and the def2-TZVPD basis) results for an isolated molecule of C21H25N3O4S at a distorted geometry.

Computed properties:
**Kohn-Sham gap**: 8.45 eV
**Structure (SMILES)**: C=CCOC(=O)C1=C(C)NC(SCC(=O)N(CC)CC)=C(C#N)[C@@H]1c1ccco1
**Energy above the lowest of the compared OMol25 structures with the same formula, charge and spin**: 271.0 kJ/mol
**E_HOMO**: -8.065 eV
**Charge**: 0

Last column: natural (NBO) charge in e.
Geometry (Å):
H1 6.275 2.224 -1.097  0.22
C1 2.636 1.071 0.721  -0.62
H2 6.470 0.201 0.306  0.21
C2 -0.797 2.025 -1.087  -0.23
H3 0.840 -0.619 -0.021  0.45
H4 3.365 1.794 1.071  0.24
N1 4.515 -0.413 0.131  -0.42
H5 -1.799 -2.494 0.446  0.24
C3 -4.974 -2.414 -1.218  -0.11
N2 -0.459 4.397 -1.951  -0.32
H6 -5.446 -1.942 -2.090  0.22
H7 4.541 1.958 -1.300  0.21
O1 -3.677 -1.870 -1.032  -0.52
H8 -6.238 -1.498 1.898  0.20
H9 -4.575 -1.151 1.221  0.20
O2 2.448 -1.259 0.340  -0.68
C4 0.227 1.239 -0.686  0.13
C5 -2.745 2.331 2.537  0.08
H10 -6.848 -2.677 -0.155  0.20
C6 5.497 1.467 -1.140  -0.62
S1 1.899 1.813 -0.798  0.28
C7 -0.600 3.324 -1.563  0.27
H11 -2.292 2.292 3.508  0.20
C8 -3.956 2.773 2.111  -0.31
H12 5.952 -3.456 0.605  0.22
C9 5.585 -2.487 0.931  -0.61
C10 3.208 -0.293 0.393  0.68
H13 5.772 -1.589 -1.032  0.19
H14 1.836 0.969 1.453  0.26
C11 -2.770 2.022 0.389  0.28
H15 -2.863 1.901 -1.715  0.27
C12 -3.563 -0.537 -1.230  0.78
C13 -5.544 -1.603 1.083  -0.39
C14 -5.869 -2.237 -0.026  -0.20
C15 -3.975 2.572 0.709  -0.29
C16 -2.250 0.008 -0.899  -0.24
H16 -4.738 3.190 2.713  0.23
C17 -1.093 -2.177 -0.319  -0.65
H17 -1.366 -2.689 -1.239  0.24
C18 5.012 -1.725 -0.259  -0.22
C19 5.490 0.660 0.157  -0.21
O3 -4.478 0.137 -1.650  -0.61
N3 0.028 -0.049 -0.281  -0.62
H18 -4.771 2.792 0.030  0.24
H19 4.811 -2.641 1.678  0.22
O4 -2.016 1.870 1.503  -0.42
H20 5.308 1.317 1.010  0.20
H21 6.407 -1.940 1.388  0.20
H22 5.693 0.817 -1.989  0.21
H23 4.174 -2.284 -0.680  0.24
H24 -0.089 -2.476 -0.027  0.22
H25 -4.821 -3.478 -1.423  0.20
C20 -2.215 1.529 -0.916  -0.26
C21 -1.161 -0.698 -0.509  0.31

4.
DFT (the ωB97M-V functional and the def2-TZVPD basis) results for a cluster of 2 separate species, C9H11BrN in total at a distorted geometry.

Computed properties:
**Kohn-Sham gap (alpha / beta)**: 5.72 / 5.73 eV
**Energy above the lowest of the compared OMol25 structures with the same formula, charge and spin**: 341.8 kJ/mol
**E_HOMO (alpha / beta)**: -12.422 / -12.431 eV
**Charge**: +1

Last column: natural (NBO) charge in e.
Geometry (Å):
H1 2.314 2.174 -1.940  0.25
C1 0.495 -0.282 -0.487  -0.26
H2 1.633 1.546 0.130  0.24
H3 1.145 -1.625 -3.480  0.24
N1 -1.143 0.029 1.445  -0.34
C2 1.982 1.117 -1.833  -0.24
H4 0.045 -2.222 -1.481  0.26
C3 -2.195 0.900 0.963  -0.44
C4 -1.243 -0.403 2.911  -0.40
C5 0.460 -1.221 -1.537  -0.10
C6 1.809 0.286 -2.855  -0.09
H5 -2.005 1.294 -0.029  0.25
H6 -0.264 -0.635 3.256  0.28
H7 -2.009 -1.256 2.976  0.26
C7 1.225 -0.968 -2.682  -0.19
C8 1.435 0.816 -0.639  -0.06
H8 -1.499 0.534 3.438  0.23
Br1 1.335 -2.334 2.299  -0.39
C9 -0.232 -0.308 0.680  0.72
H9 2.378 0.597 -3.775  0.25
H10 -3.234 0.254 0.956  0.26
H11 -2.434 1.707 1.684  0.26

Q: Which formula does entry 4 have?
A: C9H11BrN

Q: Look up the charge of the second one.
A: +2

Q: Among the records above, which one has the lowest charge?
A: C21H25N3O4S

Q: Look up the charge of the third one.
A: 0